1.
# C38H39LaN2OP3

A structure of composition C38H39LaN2OP3 at a distorted geometry (wB97M-V/def2-TZVPD, the Open Molecules 2025 dataset).

```
! wB97M-V def2-TZVPD RIJCOSX def2/J DEFGRID3
* xyz 1 1
C -4.996 -2.789 0.552
C -4.120 -2.156 -0.328
C -4.277 -0.737 -0.551
C -5.360 -0.040 0.107
C -6.212 -0.757 0.978
C -6.027 -2.108 1.211
C -5.483 1.337 -0.140
C -4.787 1.948 -1.194
C -3.733 1.198 -1.814
C -2.974 1.803 -2.894
C -3.246 3.116 -3.228
C -4.258 3.870 -2.595
C -5.044 3.271 -1.623
H -4.895 -3.881 0.658
H -7.028 -0.215 1.474
H -6.679 -2.686 1.894
H -6.228 1.901 0.402
H -2.703 3.568 -4.069
H -4.432 4.901 -2.912
H -5.859 3.830 -1.142
N -3.347 -0.003 -1.253
La -1.183 0.368 0.238
C -3.016 -2.958 -1.031
H -2.956 -2.678 -2.097
H -3.185 -4.054 -0.939
C -1.861 1.027 -3.622
H -2.203 0.012 -3.856
H -1.576 1.536 -4.565
P -1.412 -2.501 -0.229
P -0.389 0.968 -2.511
C 0.232 2.664 -2.657
H 1.180 2.746 -2.118
H 0.387 2.936 -3.719
H -0.460 3.385 -2.206
C 0.756 -0.103 -3.412
H 1.091 0.360 -4.356
H 1.617 -0.289 -2.762
H 0.296 -1.077 -3.625
C -1.647 -3.176 1.460
H -1.812 -4.274 1.449
H -0.737 -2.922 2.039
H -2.487 -2.684 1.963
C -0.224 -3.578 -1.077
H 0.777 -3.274 -0.736
H -0.411 -4.652 -0.850
H -0.268 -3.401 -2.155
C -1.153 2.904 0.867
O -0.859 3.981 1.176
H -2.855 1.980 1.173
N 0.920 -0.096 0.614
P 2.484 -0.187 1.034
C 3.969 -1.011 0.302
C 3.870 -1.937 -0.764
C 5.010 -2.532 -1.320
C 6.292 -2.232 -0.825
C 6.417 -1.331 0.232
C 5.272 -0.739 0.781
C 3.120 1.530 0.990
C 3.185 2.337 2.124
C 3.254 3.718 1.982
C 3.316 4.304 0.720
C 3.410 3.486 -0.423
C 3.342 2.089 -0.282
C 2.616 -0.749 2.777
C 3.552 -1.657 3.307
C 3.459 -2.082 4.639
C 2.406 -1.641 5.459
C 1.490 -0.721 4.948
C 1.605 -0.256 3.635
H 2.883 -2.193 -1.163
H 4.920 -3.247 -2.149
H 7.181 -2.704 -1.263
H 7.406 -1.096 0.628
H 5.409 -0.054 1.615
H 3.197 1.888 3.107
H 3.258 4.361 2.865
H 3.310 5.381 0.590
H 3.546 3.934 -1.425
H 3.472 1.454 -1.174
H 4.380 -2.021 2.697
H 4.208 -2.761 5.051
H 2.310 -2.001 6.475
H 0.670 -0.338 5.579
H 0.907 0.488 3.261
*
```

The value obtained for the HOMO energy is -9.7983 eV. The calculation puts the LUMO energy at -3.69 eV. The energy above the lowest of the compared OMol25 structures with the same formula, charge and spin comes out at 29.9 kcal/mol.

2.
# C38H40Br2N4O3SSiY

A structure of composition C38H40Br2N4O3SSiY (wB97M-V/def2-TZVPD, the Open Molecules 2025 dataset).

```
! wB97M-V def2-TZVPD RIJCOSX def2/J DEFGRID3
* xyz 1 1
Y 0.861 -0.393 0.812
N -2.416 0.645 2.432
C -1.322 1.238 3.026
C -1.588 2.180 4.034
C -0.545 2.823 4.648
C 0.764 2.529 4.258
C 0.938 1.590 3.278
N -0.076 0.934 2.669
C -2.579 -0.251 1.380
C -3.894 -0.515 0.980
C -4.118 -1.427 -0.022
C -3.034 -2.069 -0.617
C -1.779 -1.737 -0.177
N -1.537 -0.842 0.807
H -3.290 1.036 2.746
H -2.613 2.397 4.308
H -0.740 3.554 5.420
H 1.614 3.022 4.706
H 1.936 1.328 2.941
H -4.718 -0.002 1.459
H -5.129 -1.637 -0.345
H -3.158 -2.784 -1.416
H -0.904 -2.189 -0.631
C 0.141 -2.017 4.176
C 0.525 -3.099 3.209
C 0.493 -4.450 3.612
C 0.830 -5.432 2.728
C 1.211 -5.091 1.414
C 1.589 -6.024 0.414
Br 1.597 -7.876 0.793
C 1.951 -5.601 -0.830
C 1.949 -4.229 -1.139
Br 2.481 -3.671 -2.862
C 1.584 -3.267 -0.222
O 1.558 -1.982 -0.481
C 1.215 -3.720 1.088
N 0.873 -2.745 1.987
H 0.040 -2.409 5.185
H -0.815 -1.575 3.886
H 0.890 -1.224 4.187
H 0.203 -4.693 4.624
H 0.811 -6.472 3.024
H 2.241 -6.314 -1.589
C 1.899 1.878 -3.520
C 0.822 2.793 -2.926
C 1.497 3.900 -2.107
C 0.004 3.417 -4.060
Si -0.284 1.786 -1.774
O 0.611 1.097 -0.599
C -1.552 2.927 -0.962
C -2.630 3.507 -1.639
C -3.517 4.361 -0.999
C -3.337 4.673 0.342
C -2.260 4.134 1.030
C -1.384 3.272 0.382
C -1.136 0.394 -2.724
C -2.479 0.388 -3.109
C -3.027 -0.674 -3.818
C -2.240 -1.766 -4.154
C -0.906 -1.793 -3.769
C -0.366 -0.726 -3.065
H 2.592 2.462 -4.135
H 1.465 1.103 -4.156
H 2.481 1.387 -2.734
H 2.171 4.483 -2.743
H 2.087 3.481 -1.287
H 0.764 4.588 -1.679
H 0.663 3.959 -4.747
H -0.728 4.133 -3.681
H -0.525 2.658 -4.642
H -2.782 3.306 -2.693
H -4.342 4.794 -1.549
H -4.021 5.349 0.840
H -2.091 4.401 2.067
H -0.530 2.875 0.919
H -3.123 1.218 -2.848
H -4.069 -0.644 -4.113
H -2.662 -2.591 -4.715
H -0.282 -2.642 -4.021
H 0.676 -0.778 -2.765
C 4.464 -0.630 -0.686
S 4.160 -1.086 1.011
C 5.614 -0.375 1.757
O 3.035 -0.151 1.479
H 4.575 0.453 -0.748
H 3.607 -0.977 -1.261
H 5.366 -1.143 -1.022
H 6.486 -0.917 1.393
H 5.524 -0.505 2.833
H 5.671 0.681 1.498
*
```

The value obtained for the HOMO energy is -10.1626 eV. The calculation puts the LUMO energy at -2.51 eV. The energy above the lowest of the compared OMol25 structures with the same formula, charge and spin comes out at 0.0 kcal/mol.

3.
# C38H40FFeNO5Si

A structure of composition C38H40FFeNO5Si at a distorted geometry (wB97M-V/def2-TZVPD, the Open Molecules 2025 dataset).

```
! wB97M-V def2-TZVPD RIJCOSX def2/J DEFGRID3
* xyz -2 5
Fe -0.075 0.753 0.635
O -2.679 3.935 -0.688
C -1.759 3.112 -0.671
O -1.749 1.998 -0.061
C -0.532 3.429 -1.571
C 0.024 2.164 -2.239
C 0.853 2.584 -3.464
C 2.131 3.135 -2.783
C 1.783 2.928 -1.296
O 1.035 1.714 -1.327
C 0.742 3.979 -0.863
C 0.762 4.030 0.685
O 1.228 5.053 1.203
O 0.395 2.974 1.283
H -0.887 4.137 -2.320
H -0.693 1.368 -2.414
H 0.332 3.332 -4.061
H 1.066 1.725 -4.097
H 2.309 4.188 -3.002
H 3.017 2.558 -3.057
H 2.637 2.837 -0.627
H 1.005 4.974 -1.221
C -4.041 0.070 -1.348
C -2.821 -0.840 -1.229
C -3.278 -2.247 -0.824
C -1.975 -0.907 -2.484
C -2.544 -0.805 -3.746
C -1.778 -0.905 -4.897
C -0.413 -1.114 -4.796
C 0.206 -1.226 -3.559
C 1.700 -1.478 -3.456
C 1.997 -2.981 -3.550
C 2.523 -0.756 -4.526
C -0.579 -1.129 -2.375
N 0.055 -1.116 -1.144
C 0.464 -2.230 -0.530
C 0.057 -3.563 -0.814
C 0.494 -4.634 -0.054
C 1.376 -4.465 1.006
C 1.860 -3.183 1.273
C 1.419 -2.140 0.512
F 1.959 -0.897 0.710
H -4.583 0.065 -0.401
H -4.730 -0.275 -2.125
H -3.744 1.098 -1.558
H -2.192 -0.452 -0.427
H -3.895 -2.692 -1.612
H -3.864 -2.196 0.096
H -2.422 -2.892 -0.641
H -3.611 -0.645 -3.847
H -2.244 -0.826 -5.873
H 0.174 -1.191 -5.705
H 2.020 -1.116 -2.476
H 1.604 -3.381 -4.490
H 1.533 -3.522 -2.730
H 3.074 -3.167 -3.517
H 2.319 -1.161 -5.520
H 3.588 -0.886 -4.322
H 2.307 0.311 -4.538
H -0.624 -3.727 -1.641
H 0.132 -5.630 -0.291
H 1.696 -5.309 1.603
H 2.577 -3.002 2.065
C -2.048 3.235 5.891
C -0.676 3.439 5.926
C 0.148 2.771 5.033
C -0.374 1.887 4.088
C -1.761 1.727 4.037
C -2.587 2.386 4.935
Si 0.748 0.945 2.858
C 1.189 -0.500 4.078
C 2.302 -0.430 4.922
C 2.701 -1.510 5.696
C 1.998 -2.705 5.639
C 0.897 -2.805 4.800
C 0.505 -1.722 4.028
H -2.694 3.730 6.607
H -0.254 4.127 6.650
H 1.219 2.940 5.074
H -2.182 1.074 3.282
H -3.661 2.246 4.889
H -0.986 -0.545 1.668
H 2.870 0.495 4.973
H 3.576 -1.436 6.333
H 2.308 -3.553 6.239
H 0.355 -3.742 4.735
H -0.338 -1.816 3.358
*
```

The value obtained for the HOMO energy (spin up / spin down) is -1.7635 / -1.7936 eV. The calculation puts the LUMO energy (spin up / spin down) at 4.51 / 4.51 eV.

4.
# C38H41BrCsN7OS4

A structure of composition C38H41BrCsN7OS4 (wB97M-V/def2-TZVPD, the Open Molecules 2025 dataset).

```
! wB97M-V def2-TZVPD RIJCOSX def2/J DEFGRID3
* xyz -2 1
Cs -0.016 -0.118 0.170
S -0.410 5.326 0.034
C -2.034 5.477 -0.574
C -2.681 6.732 -0.504
C -3.954 6.946 -0.988
C -4.658 5.910 -1.602
C -4.052 4.671 -1.691
C -2.782 4.434 -1.162
S -2.152 2.769 -1.271
C -3.415 1.894 -0.285
C -3.185 2.021 1.196
C -3.498 3.187 1.884
C -3.236 3.237 3.243
C -2.691 2.131 3.872
C -2.403 1.003 3.108
C -1.785 -0.212 3.732
S -0.099 0.195 4.304
C 0.716 -1.373 4.180
C 1.809 -1.416 3.316
C 2.572 -2.563 3.169
C 2.199 -3.696 3.893
C 1.108 -3.664 4.737
C 0.323 -2.503 4.942
S -1.005 -2.521 6.049
N -2.645 0.957 1.796
H -2.129 7.543 -0.045
H -4.399 7.931 -0.900
H -5.648 6.070 -2.010
H -4.568 3.852 -2.179
H -3.345 0.845 -0.569
H -4.400 2.264 -0.567
H -3.909 4.037 1.353
H -3.454 4.136 3.806
H -2.473 2.129 4.932
H -1.702 -1.008 2.993
H -2.362 -0.589 4.576
H 2.060 -0.523 2.758
H 3.446 -2.563 2.526
H 2.765 -4.617 3.793
H 0.823 -4.550 5.291
Br 3.801 3.902 5.608
C 3.065 3.204 4.002
C 1.873 3.704 3.520
C 1.380 3.155 2.343
N 2.000 2.187 1.671
C 3.150 1.727 2.157
C 3.730 2.200 3.326
H 1.332 4.488 4.030
H 0.447 3.520 1.923
H 3.615 0.930 1.585
H 4.658 1.786 3.695
C 3.106 -3.804 -1.432
N 2.886 -2.692 -0.540
C 2.894 -1.383 -0.907
N 3.157 -1.110 -2.218
O 2.657 -0.496 -0.074
H 3.104 -4.722 -0.848
H 4.070 -3.723 -1.941
H 2.313 -3.887 -2.184
H 2.680 -2.855 0.433
H 2.855 -1.811 -2.880
H 2.915 -0.153 -2.498
N 1.102 3.385 -2.052
C 0.878 3.361 -3.401
C 1.600 2.304 -3.878
N 2.256 1.679 -2.847
C 1.926 2.358 -1.765
H 0.645 4.004 -1.365
H 0.225 4.068 -3.882
H 1.670 1.943 -4.892
H 2.235 2.130 -0.755
C 0.559 -6.503 -1.896
N -0.605 -5.681 -1.686
C -1.745 -6.041 -2.491
C -0.393 -4.249 -1.497
C -0.228 -3.320 -2.699
C 0.114 -3.822 -3.956
C 0.213 -2.970 -5.056
C -0.035 -1.617 -4.879
C -0.342 -1.141 -3.603
C -0.431 -1.943 -2.451
H 0.295 -7.555 -1.741
H 1.323 -6.244 -1.160
H 1.019 -6.426 -2.894
H -2.015 -7.086 -2.300
H -1.595 -5.923 -3.575
H -2.593 -5.414 -2.211
H 0.470 -4.140 -0.831
H -1.242 -3.858 -0.929
H 0.283 -4.883 -4.108
H 0.468 -3.368 -6.033
H 0.019 -0.937 -5.725
H -0.494 -0.062 -3.514
*
```

The value obtained for the HOMO energy is -1.9088 eV. The calculation puts the LUMO energy at 3.57 eV. The energy above the lowest of the compared OMol25 structures with the same formula, charge and spin comes out at 0.0 kcal/mol.

5.
# C38H41BrN2O2S4Tc

A structure of composition C38H41BrN2O2S4Tc at a distorted geometry (wB97M-V/def2-TZVPD, the Open Molecules 2025 dataset).

```
! wB97M-V def2-TZVPD RIJCOSX def2/J DEFGRID3
* xyz 0 2
Tc -0.317 0.190 0.992
C -2.819 4.415 -0.081
C -3.678 3.463 0.745
S -2.890 1.919 1.296
C -3.719 0.658 0.315
C -3.321 0.600 -1.153
S -1.539 0.345 -1.424
C -1.016 1.720 -2.470
C -0.986 3.089 -1.795
S -2.574 3.972 -1.818
H -1.845 4.569 0.385
H -3.318 5.385 -0.115
H -4.585 3.201 0.200
H -3.981 3.976 1.659
H -4.802 0.765 0.404
H -3.438 -0.267 0.817
H -3.575 1.523 -1.670
H -3.856 -0.225 -1.626
H -1.618 1.710 -3.380
H 0.007 1.444 -2.724
H -0.253 3.719 -2.303
H -0.682 2.980 -0.757
C 0.801 -1.943 -3.892
C 1.978 -2.839 -3.503
C 1.584 -4.302 -3.742
C 3.174 -2.475 -4.394
C 2.365 -2.657 -2.037
C 3.491 -3.334 -1.523
C 3.908 -3.189 -0.219
C 3.171 -2.347 0.613
S 3.435 -1.921 2.279
C 2.039 -0.920 2.236
N 1.420 -0.895 1.081
C 2.045 -1.694 0.128
C 1.640 -1.841 -1.195
C 1.481 -0.104 3.311
C 2.039 0.028 4.578
C 1.429 0.875 5.488
C 0.287 1.581 5.117
C -0.265 1.430 3.849
C 0.315 0.570 2.923
H 0.602 -2.052 -4.960
H 1.020 -0.892 -3.693
H -0.111 -2.210 -3.354
H 1.268 -4.444 -4.778
H 0.758 -4.591 -3.090
H 2.418 -4.979 -3.551
H 2.894 -2.557 -5.446
H 4.024 -3.137 -4.225
H 3.499 -1.451 -4.204
H 4.058 -3.988 -2.173
H 4.782 -3.714 0.144
H 0.780 -1.286 -1.533
H 2.936 -0.516 4.852
H 1.841 0.992 6.481
H -0.180 2.248 5.831
H -1.160 1.982 3.586
C -1.802 -3.078 -0.745
C -2.516 -3.115 0.579
C -3.447 -4.116 0.831
C -4.096 -4.215 2.051
C -3.800 -3.298 3.053
C -2.885 -2.279 2.849
C -2.571 -1.284 3.926
C -2.254 -2.178 1.591
N -1.414 -1.109 1.376
H -1.330 -4.041 -0.946
H -1.027 -2.315 -0.765
H -2.491 -2.875 -1.570
H -3.651 -4.839 0.049
H -4.822 -4.998 2.223
H -4.290 -3.370 4.017
H -3.117 -1.520 4.839
H -2.831 -0.268 3.615
H -1.503 -1.265 4.152
Br 4.656 7.339 -0.661
C 3.706 5.703 -0.601
C 2.896 5.431 0.490
C 2.198 4.233 0.526
C 2.316 3.320 -0.514
C 3.140 3.609 -1.595
C 3.838 4.805 -1.648
C 1.578 2.011 -0.489
O 1.768 1.171 -1.363
O 0.712 1.903 0.468
H 2.816 6.144 1.298
H 1.557 3.995 1.364
H 3.227 2.882 -2.392
H 4.479 5.038 -2.486
*
```

The value obtained for the HOMO energy (spin up / spin down) is -6.2974 / -7.9236 eV. The calculation puts the LUMO energy (spin up / spin down) at -0.07 / -0.32 eV. The energy above the lowest of the compared OMol25 structures with the same formula, charge and spin comes out at 0.0 kcal/mol.